--- w ---
# H6N2

A cluster of 2 separate species, H6N2 in total (wB97M-V/def2-TZVPD, the Open Molecules 2025 dataset).

HOMO energy (eV): -9.90
Charge: 0
Frontier orbital gap (eV): 10.940
SMILES: N.N

Each atom is followed by the atoms it is bonded to, with distances in Å.
Atoms and positions in Å:
1 N -1.145 1.662 1.331  H2 1.025, H3 1.025, H4 1.025
2 H -0.895 0.718 1.020  N1 1.025
3 H -0.676 2.318 0.698  N1 1.025
4 H -2.153 1.769 1.177  N1 1.025
5 N 1.184 -1.420 -0.851  H6 1.025, H7 1.025, H8 1.025
6 H 2.147 -1.768 -0.894  N5 1.025
7 H 0.960 -1.047 -1.779  N5 1.025
8 H 0.579 -2.234 -0.703  N5 1.025

***

--- x ---
# H6N2

A cluster of 2 separate species, H6N2 in total (wB97M-V/def2-TZVPD, the Open Molecules 2025 dataset).

HOMO energy (eV): -10.28
Charge: 0
Frontier orbital gap (eV): 11.335
SMILES: N.N

Each atom is followed by the atoms it is bonded to, with distances in Å.
Atoms and positions in Å:
1 N -0.711 -1.448 0.224  H2 1.025, H3 1.025, H4 1.025
2 H -1.602 -0.941 0.208  N1 1.025
3 H 0.011 -0.774 0.498  N1 1.025
4 H -0.775 -2.139 0.978  N1 1.025
5 N 1.025 1.241 -0.378  H6 1.025, H7 1.025, H8 1.025
6 H 0.503 1.779 0.321  N5 1.025
7 H 0.436 0.445 -0.643  N5 1.025
8 H 1.113 1.836 -1.208  N5 1.025

***

Pick w: it beats the second-best structure by 1.4 kcal/mol.

***

--- w ---
# CH2Cl2N2

The molecule CH2Cl2N2 (wB97M-V/def2-TZVPD, the Open Molecules 2025 dataset).

HOMO energy (eV): -9.57
Charge: 0
Frontier orbital gap (eV): 9.308
SMILES: [H]/N=C/N(Cl)Cl

Each atom is followed by the atoms it is bonded to, with distances in Å.
Atoms and positions in Å:
1 H 1.700 0.502 -1.220  N2 1.072
2 N 1.325 0.472 -0.217  H1 1.072, C3 1.286
3 C 0.114 0.076 -0.390  N2 1.286, N4 1.357, H7 1.089
4 N -0.630 -0.400 0.642  C3 1.357, Cl5 1.756, Cl6 1.682
5 Cl -0.001 0.017 2.226  N4 1.756
6 Cl -2.282 -0.394 0.323  N4 1.682
7 H -0.226 -0.272 -1.364  C3 1.089

***

--- x ---
# CH2Cl2N2

A cluster of 2 separate species, CH2Cl2N2 in total (wB97M-V/def2-TZVPD, the Open Molecules 2025 dataset).

HOMO energy (eV): -9.96
Charge: 0
Frontier orbital gap (eV): 9.868

Each atom is followed by the atoms it is bonded to, with distances in Å.
Atoms and positions in Å:
1 C 1.136 -0.077 0.106  N2 1.179
2 N 0.640 -1.079 -0.269  C1 1.179, H7 0.994
3 N -2.364 0.871 -0.238  Cl4 1.748, Cl5 1.745, H6 1.075
4 Cl -2.227 -0.872 -0.209  N3 1.748
5 Cl -3.979 1.231 0.316  N3 1.745
6 H -1.711 1.373 0.453  N3 1.075
7 H 0.599 -1.982 -0.681  N2 0.994

***

Pick w: it beats the second-best structure by 20.4 kcal/mol.

***

--- w ---
# C5H12O3

A cluster of 3 separate species, C5H12O3 in total (wB97M-V/def2-TZVPD, the Open Molecules 2025 dataset).

HOMO energy (eV): -7.72
Charge: 0
Frontier orbital gap (eV): 4.801

Each atom is followed by the atoms it is bonded to, with distances in Å.
Atoms and positions in Å:
1 C 2.977 -0.314 1.155  C2 1.485, H7 1.094, H8 1.094, H9 1.097
2 C 2.336 -0.422 -0.180  C1 1.485, C3 1.366, H10 1.085
3 C 1.043 -0.010 -0.346  C2 1.366, C4 1.386, H11 1.088
4 C 0.414 0.157 -1.569  C3 1.386, C5 1.467, H12 1.084
5 C -1.045 0.312 -1.586  C4 1.467, O6 1.368, H13 1.108, H14 1.096
6 O -1.535 -0.838 -1.029  C5 1.368, H15 1.021
7 H 2.248 -0.364 1.969  C1 1.094
8 H 3.638 0.551 1.271  C1 1.094
9 H 3.647 -1.132 1.446  C1 1.097
10 H 2.958 -0.831 -0.968  C2 1.085
11 H 0.470 0.217 0.550  C3 1.088
12 H 0.981 0.084 -2.490  C4 1.084
13 H -1.306 1.209 -0.990  C5 1.108
14 H -1.430 0.537 -2.587  C5 1.096
15 H -2.424 -0.747 -0.534  O6 1.021
16 H -3.812 -0.913 1.207  O17 0.966
17 O -3.585 -0.431 0.401  H16 0.966
18 H -1.486 1.228 2.094  O20 0.966
19 H -2.487 0.597 1.047  O20 1.028
20 O -1.601 1.110 1.142  H18 0.966, H19 1.028

***

--- x ---
# C5H12O3

The molecule C5H12O3 (wB97M-V/def2-TZVPD, the Open Molecules 2025 dataset).

HOMO energy (eV): -9.49
Charge: 0
Frontier orbital gap (eV): 10.315
SMILES: C[C@H](O)[C@H](O)[C@@H](C)O

Each atom is followed by the atoms it is bonded to, with distances in Å.
Atoms and positions in Å:
1 C 1.498 0.253 1.235  C2 1.530, H9 1.090, H10 1.091, H11 1.087
2 C 1.202 -0.645 0.031  C1 1.530, O3 1.407, C4 1.725, H12 1.102
3 O 2.264 -0.459 -0.873  C2 1.407, H13 0.977
4 C -0.240 -0.752 -0.910  C2 1.725, O5 1.377, C6 1.548, H14 1.094
5 O 0.115 -0.334 -2.173  C4 1.377, H15 1.180
6 C -1.325 0.256 -0.458  C4 1.548, C7 1.510, O8 1.454, H16 1.097
7 C -1.919 0.123 0.924  C6 1.510, H17 1.084, H18 1.091, H19 1.087
8 O -0.670 1.526 -0.725  C6 1.454, H20 1.003
9 H 1.607 1.296 0.938  C1 1.090
10 H 2.469 -0.043 1.632  C1 1.091
11 H 0.772 0.128 2.034  C1 1.087
12 H 1.254 -1.678 0.412  C2 1.102
13 H 1.902 -0.640 -1.762  O3 0.977
14 H -0.605 -1.782 -0.863  C4 1.094
15 H -0.022 0.825 -1.998  O5 1.180
16 H -2.119 0.206 -1.213  C6 1.097
17 H -1.186 0.186 1.720  C7 1.084
18 H -2.662 0.906 1.088  C7 1.091
19 H -2.405 -0.845 1.008  C7 1.087
20 H 0.069 1.473 -0.048  O8 1.003

***

Pick x: it beats the second-best structure by 66.0 kcal/mol.